Record 1
Here is a structure of composition C48H39BN16O2SSeSr from OMol25. Energies are from the ωB97M-V functional and the def2-TZVPD basis.

Orbital gap (spin up / spin down) in eV: 6.5511 / 5.3171
Molar mass in g/mol: 1081.409
E_LUMO (spin up / spin down) in eV: -2.709 / -3.954
Charge: +1
Spin multiplicity: 2

Each line ends with the Löwdin charge.
Cartesian coordinates (Å):
Sr -0.737290 -0.142645 0.320787  1.34
C -2.753981 2.899819 3.190217  -0.04
C -2.163535 2.730673 1.929068  -0.16
N -1.274391 1.754780 1.954819  -0.07
N -1.245527 1.271976 3.218141  0.00
C -2.138762 1.957264 3.977047  -0.07
B -0.081046 0.326174 3.625570  -0.65
N 1.279575 0.990914 3.504006  -0.02
C 2.403527 0.801679 4.256087  -0.08
C 3.465721 1.313973 3.563549  -0.03
C 2.894502 1.814373 2.375403  -0.16
N 1.595130 1.593729 2.330354  0.06
N -1.156433 -1.848414 2.828914  -0.12
C -1.187778 -3.482236 2.961538  -0.04
C -2.272261 -3.807762 2.071628  -0.06
C -2.841399 -2.645180 1.646308  -0.18
N -2.244407 -1.483701 2.000500  -0.03
N -0.270963 0.074319 5.191995  0.12
C -0.152597 1.027903 6.121746  -0.04
C -0.347518 0.481984 7.381513  0.01
C -0.585060 -0.858685 7.153145  0.00
N -0.542198 -1.079312 5.832060  0.01
H -3.506024 3.607877 3.489967  0.10
H -2.323588 3.275370 1.011175  0.11
H -2.296799 1.734717 5.017492  0.11
H 2.367548 0.312486 5.215861  0.12
H 4.498239 1.334230 3.865365  0.11
H 3.376359 2.308157 1.546443  0.08
H -0.246901 -4.017722 2.985093  0.15
H -2.463141 -4.792219 1.682339  0.10
H -3.687935 -2.563767 0.977286  0.11
H 0.067748 2.038938 5.821190  0.15
H -0.318664 0.989976 8.328263  0.12
H -0.765815 -1.673300 7.834209  0.14
O 6.201066 -2.218598 1.753988  -0.02
C 5.857975 -1.805322 0.637831  -0.68
O 6.464688 -1.598067 -0.420589  -0.02
C 4.336515 -1.452259 0.555272  -0.06
C 3.808664 -0.888345 -0.591984  0.07
C 2.467864 -0.510923 -0.607322  -0.20
N 1.672728 -0.788358 0.430417  0.02
C 2.158616 -1.369087 1.544884  -0.21
C 3.518117 -1.679562 1.641969  0.06
C 1.250483 -1.638944 2.662431  -0.11
C 1.674660 -2.441497 3.741367  -0.02
C 0.970899 -2.774054 4.857436  0.01
C -0.452332 -2.408906 5.185376  -0.16
C -1.468356 -2.536465 4.082346  -0.12
N -0.026393 -0.973219 2.770110  0.05
C 1.879872 0.182504 -1.800792  -0.23
C 2.687149 0.532793 -2.883767  0.02
C 2.126548 1.180355 -3.969903  -0.04
C 0.774593 1.487296 -3.957992  -0.05
C 0.041878 1.110473 -2.849821  -0.16
N 0.571625 0.467789 -1.811806  -0.02
H 4.500034 -0.749205 -1.410212  0.11
H 4.013102 -2.076666 2.517191  0.12
H 2.667023 -2.863919 3.670519  0.12
H 1.465236 -3.382579 5.602869  0.12
H -0.787236 -3.087376 5.971705  0.16
H -2.504629 -2.404425 4.382615  0.17
H 3.740619 0.302478 -2.884354  0.11
H 2.742671 1.454734 -4.816836  0.12
H 0.306248 2.006626 -4.783401  0.11
H -1.020840 1.327775 -2.787041  0.11
N -2.621132 -2.599206 -3.364855  0.13
C -1.891750 -3.744935 -3.762162  -0.24
C -2.380281 -4.570713 -4.758988  -0.02
C -1.659875 -5.694391 -5.143651  -0.07
C -0.469322 -6.004678 -4.508966  -0.07
C 0.005510 -5.187928 -3.490365  -0.09
C -0.692832 -4.047731 -3.132177  -0.45
S -0.038832 -2.968302 -1.890098  1.01
N -1.399676 -2.052019 -1.426322  -0.32
C -2.441132 -1.973166 -2.165089  -0.37
C -3.587820 -1.161422 -1.656185  -0.22
C -4.899131 -1.545420 -1.906418  0.00
C -5.934383 -0.808815 -1.348306  -0.03
C -5.626391 0.281473 -0.556292  -0.03
C -4.288300 0.588435 -0.353423  -0.11
N -3.289777 -0.105678 -0.891188  0.06
H -3.468501 -2.406198 -3.870356  0.13
H -3.320137 -4.330474 -5.242910  0.12
H -2.037346 -6.326268 -5.935458  0.11
H 0.093136 -6.880772 -4.799799  0.11
H 0.932011 -5.429172 -2.984011  0.11
H -5.117148 -2.429055 -2.490644  0.12
H -6.962447 -1.096415 -1.522562  0.12
H -6.395057 0.882569 -0.092235  0.12
H -4.005171 1.423791 0.276501  0.10
C -0.917886 4.538648 -2.649938  -0.03
N 0.508942 4.507177 -2.865992  -0.08
C 1.434980 4.121709 -1.948885  -0.76
Se 1.187017 3.483865 -0.254640  0.69
N 2.644703 4.286521 -2.540947  0.12
C 2.506612 4.732695 -3.845259  -0.19
C 3.422361 5.009754 -4.845254  0.00
C 2.913762 5.437104 -6.064112  -0.08
C 1.542074 5.586612 -6.269465  -0.08
C 0.626040 5.312412 -5.262840  -0.01
C 1.135819 4.878212 -4.051151  -0.18
H -1.118399 4.057863 -1.695093  0.04
H -1.426827 4.003161 -3.453244  0.09
H -1.277129 5.567778 -2.620026  0.10
H 3.497490 4.074744 -2.051031  0.15
H 4.486879 4.902621 -4.685812  0.12
H 3.596653 5.664948 -6.870850  0.11
H 1.186047 5.929613 -7.231099  0.11
H -0.436778 5.439638 -5.419984  0.11

Cartesian forces, eV/Å:
-0.4608 0.7138 -0.3044
0.0257 -0.0049 0.0168
-0.0276 -0.0719 0.1003
-0.0505 -0.1098 -0.0280
0.0107 -0.0008 0.0339
-0.0019 -0.0749 -0.0024
0.0918 0.0452 0.0298
-0.0274 -0.0141 -0.0665
-0.0036 -0.0687 -0.0160
-0.0547 0.1191 0.0658
0.0391 -0.1496 -0.0880
-0.0191 0.0904 0.0954
-0.1166 0.0785 0.1494
-0.0385 -0.2527 0.0118
0.0067 0.0545 0.0873
-0.0845 0.1242 0.0278
0.4096 -0.0945 0.0225
0.1023 0.0039 0.0013
0.0314 -0.0717 0.0046
-0.0497 0.0290 0.0159
0.0278 0.0165 -0.0543
0.0165 -0.0576 0.0675
-0.0030 0.0044 -0.0038
-0.0215 0.0298 0.0213
-0.0042 -0.0028 0.0009
0.0238 -0.0117 -0.0068
0.0050 0.0122 0.0067
0.0014 -0.0003 -0.0006
-0.0380 -0.0528 0.0236
0.0359 0.0020 -0.0431
0.0034 -0.0007 -0.0017
0.0056 0.0059 0.0086
-0.0030 0.0022 0.0017
0.0013 0.0034 0.0118
0.1183 -0.0671 0.0586
-0.3100 0.1417 -0.0265
0.1307 -0.0410 -0.0359
0.2569 -0.0554 -0.0889
-0.0455 0.1509 0.1732
0.1158 -0.3406 0.0609
-0.3910 0.0638 -0.1779
0.0745 0.0047 0.0841
-0.1195 0.0015 -0.0488
0.0705 0.0165 0.1347
-0.0812 -0.0917 0.0408
0.0447 0.0379 -0.0299
0.0370 0.0091 -0.0643
-0.0240 0.0031 -0.0788
0.0100 0.1983 -0.1504
0.0407 0.0331 -0.1726
-0.0462 0.0047 -0.0038
0.0207 0.0355 0.0235
-0.0186 -0.0124 -0.0280
0.0841 -0.1445 -0.0364
0.1802 -0.1753 0.1087
0.0066 0.0184 -0.0066
-0.0394 0.0060 0.0236
-0.0008 -0.0153 0.0072
0.0072 -0.0003 -0.0032
-0.0344 0.0163 0.0001
-0.0010 0.0037 0.0077
0.0065 0.0091 -0.0010
0.0044 -0.0037 0.0041
-0.0011 -0.0122 0.0010
-0.0025 -0.0205 0.0048
0.0108 0.0625 -0.0245
0.0190 -0.0334 -0.0023
-0.0112 0.0115 0.0178
0.0141 0.0021 0.0095
-0.0098 -0.0046 -0.0165
0.0049 -0.0057 0.0153
-0.0071 -0.0132 0.0742
0.0283 0.0938 -0.1434
-0.0784 -0.1818 0.0034
0.1220 -0.0453 -0.0028
-0.1969 0.0493 0.0389
0.0240 -0.0089 -0.0190
0.0130 0.0209 0.0092
0.0215 -0.0081 -0.0030
-0.0118 0.0153 -0.0234
0.2303 -0.0550 0.0585
0.0051 -0.0007 0.0039
0.0000 -0.0031 -0.0028
-0.0028 0.0001 -0.0022
0.0004 -0.0017 -0.0008
-0.0007 0.0002 0.0012
0.0102 0.0008 -0.0056
-0.0032 0.0035 0.0035
-0.0127 -0.0095 -0.0060
0.0022 -0.0020 0.0003
-0.0035 -0.0148 -0.0084
-0.0068 -0.0115 0.0043
0.0738 0.1012 0.0112
-0.1767 0.0136 0.0706
0.0041 -0.0667 0.0075
-0.0214 0.0171 -0.0276
0.0143 -0.0016 -0.0060
0.0103 -0.0009 0.0164
-0.0118 0.0026 0.0050
-0.0249 -0.0059 -0.0106
0.0447 0.0221 0.0125
-0.0011 0.0082 0.0012
0.0012 0.0015 0.0032
-0.0022 -0.0001 -0.0066
0.0031 -0.0162 -0.0276
-0.0018 -0.0036 0.0009
0.0053 -0.0014 0.0014
-0.0059 -0.0005 0.0002
0.0014 0.0003 0.0004



Record 2
Here is a cluster of 15 separate species, C31H69BCl28O3PS2 in total from OMol25. Energies are from the ωB97M-V functional and the def2-TZVPD basis.

Orbital gap in eV: 5.6023
Molar mass in g/mol: 1588.494
E_LUMO in eV: 1.506
Charge: -1
Spin multiplicity: 1

Each line ends with the Löwdin charge.
Cartesian coordinates (Å):
C -1.419711 -0.593421 -5.552747  -0.17
C -1.277518 -2.125507 -5.523329  -0.22
B 0.086301 -2.663075 -4.927635  -0.63
O 0.840876 -3.531023 -5.729643  0.01
P 0.873064 -2.334560 -3.144182  0.30
S -1.217319 -1.816056 -2.158368  0.26
C 1.392334 -0.410653 -3.557670  -0.45
S 3.059149 -0.136870 -3.162477  0.58
O 3.853231 0.252377 -4.320595  -0.40
O 3.207864 0.685980 -1.970104  -0.42
H -0.513372 -0.105205 -5.918574  0.02
H -2.234704 -0.297527 -6.226143  0.06
H -1.668103 -0.193001 -4.565741  0.05
H -2.117244 -2.546843 -4.954996  0.09
H -1.374507 -2.514488 -6.548295  0.06
H 0.619069 -4.449301 -5.537367  0.04
H 1.442389 -2.148893 -1.835920  -0.05
H 0.514428 -3.745832 -2.805651  -0.05
H 2.176052 -2.768265 -3.663468  -0.03
H -1.206908 -0.492300 -1.930282  -0.28
H 0.801748 0.354421 -3.049677  0.05
H 1.332740 -0.260439 -4.641497  0.04
H 3.473464 -1.391697 -2.851031  0.04
Cl 1.008881 4.692780 -1.792270  0.53
C 1.836858 4.294253 -0.258886  -0.68
C 1.881810 2.812221 0.008212  -0.64
Cl 0.261513 2.145898 0.357356  0.56
H 1.311951 4.818494 0.533149  -0.02
H 2.852827 4.678042 -0.339291  0.07
H 2.497154 2.626622 0.888048  0.08
H 2.286902 2.249309 -0.827939  0.03
Cl 5.298309 -1.194926 0.162469  0.56
C 6.142740 -0.320147 -1.147719  -0.64
C 7.269403 0.533567 -0.633134  -0.67
Cl 6.690192 1.910431 0.357550  0.51
H 5.388550 0.269558 -1.662747  0.03
H 6.545704 -1.070214 -1.827262  0.08
H 7.811219 0.957467 -1.475808  0.00
H 7.947665 -0.034228 -0.001663  -0.01
Cl 9.773648 1.316493 -3.140578  0.58
C 10.850429 2.432910 -2.259562  -0.64
C 10.928384 3.774552 -2.941123  -0.67
Cl 11.755838 3.672850 -4.519080  0.52
H 11.825440 1.958268 -2.184089  0.07
H 10.435026 2.558866 -1.260283  0.08
H 11.492445 4.473172 -2.325426  0.08
H 9.937487 4.181641 -3.122304  0.01
Cl 8.631111 5.946628 -4.739952  0.55
C 8.090861 4.904769 -6.084338  -0.64
C 8.834412 5.200984 -7.360571  -0.66
Cl 8.425576 6.805066 -8.028876  0.53
H 7.019218 5.045146 -6.197840  0.07
H 8.285347 3.875507 -5.785756  0.07
H 8.564748 4.463107 -8.114118  0.07
H 9.909596 5.174391 -7.201896  0.06
Cl -2.383861 2.095120 -9.190176  0.52
C -0.717923 2.218379 -8.558638  -0.66
C 0.213889 1.232318 -9.218600  -0.66
Cl -0.159165 -0.441785 -8.753010  0.59
H -0.761172 2.058850 -7.483917  0.06
H -0.379163 3.233755 -8.757864  0.07
H 1.233931 1.433261 -8.893300  0.07
H 0.164192 1.304795 -10.302616  0.06
Cl -2.945919 0.891215 0.865633  0.55
C -3.035571 2.378977 1.830804  -0.68
C -3.336194 2.107621 3.281427  -0.65
Cl -5.003745 1.507198 3.533177  0.55
H -3.784832 3.028863 1.384319  0.07
H -2.060057 2.860578 1.757806  0.02
H -3.248881 3.029005 3.854807  0.07
H -2.656969 1.364951 3.691698  0.07
Cl -7.222246 -0.622620 7.539766  0.53
C -6.902246 -1.687714 6.143499  -0.65
C -7.303815 -1.052461 4.838796  -0.65
Cl -9.079158 -0.865133 4.702992  0.54
H -7.435625 -2.619723 6.312843  0.07
H -5.831949 -1.885228 6.128006  0.08
H -6.982364 -1.684454 4.012156  0.07
H -6.865522 -0.065659 4.724883  0.01
Cl 8.695315 -3.241166 4.706079  0.53
C 7.753423 -1.727200 4.577247  -0.68
C 7.376701 -1.387708 3.159565  -0.65
Cl 8.807817 -0.954142 2.187083  0.57
H 8.355270 -0.939836 5.022021  0.00
H 6.850838 -1.864159 5.170505  0.08
H 6.720794 -0.518277 3.160826  0.07
H 6.871583 -2.203044 2.648891  0.05
Cl -7.862310 -4.679661 2.163510  0.53
C -9.146750 -3.482375 1.843067  -0.67
C -10.442511 -4.127340 1.425608  -0.67
Cl -10.337049 -4.884438 -0.186514  0.53
H -8.779129 -2.800162 1.080266  0.07
H -9.298510 -2.931122 2.769083  0.02
H -11.220638 -3.367521 1.372582  0.05
H -10.747473 -4.895469 2.132056  0.07
Cl 11.184597 0.163715 5.165960  0.55
C 11.605356 -0.109610 6.875575  -0.66
C 10.720611 -1.144620 7.525053  -0.65
Cl 9.049359 -0.557664 7.740327  0.56
H 11.541441 0.843699 7.394536  0.07
H 12.637649 -0.456019 6.893597  0.07
H 11.101092 -1.373990 8.519152  0.07
H 10.677530 -2.058297 6.936261  0.05
Cl -13.403468 -2.271200 3.445501  0.55
C -13.277826 -0.749104 4.367797  -0.65
C -13.487833 -0.962291 5.843917  -0.65
Cl -15.176589 -1.417719 6.220306  0.56
H -14.003890 -0.053390 3.955089  0.07
H -12.275188 -0.357156 4.202373  0.06
H -13.280170 -0.040284 6.383575  0.08
H -12.839977 -1.745898 6.229615  0.06
Cl 0.150383 5.295450 2.906709  0.57
C 1.334033 6.309637 3.770853  -0.65
C 1.473118 7.676564 3.149393  -0.66
Cl 2.233193 7.610588 1.539616  0.56
H 2.282315 5.777540 3.773988  0.07
H 0.980801 6.411671 4.795929  0.07
H 2.108579 8.297214 3.779413  0.07
H 0.504191 8.156843 3.036804  0.07
Cl -1.165121 -6.573094 -5.531045  0.59
C -1.652534 -7.283238 -7.089471  -0.66
C -0.879792 -6.703495 -8.248707  -0.67
Cl -1.295220 -4.998780 -8.545414  0.57
H -2.720255 -7.115146 -7.207967  0.07
H -1.464610 -8.354009 -7.023582  0.07
H -1.121114 -7.256934 -9.155347  0.07
H 0.192018 -6.757982 -8.072282  0.07
Cl -12.907185 -5.157134 9.350312  0.54
C -14.014052 -3.947151 10.049866  -0.66
C -14.029095 -2.665637 9.257024  -0.68
Cl -12.483815 -1.778724 9.376816  0.54
H -13.706609 -3.775196 11.078468  0.07
H -15.011194 -4.384586 10.043998  0.07
H -14.804476 -2.005208 9.642104  0.07
H -14.220648 -2.846769 8.204114  0.01

Cartesian forces, eV/Å:
-0.3949 0.1213 0.0564
0.0358 0.1109 -0.3021
-0.1431 0.0722 -0.1639
-0.3570 -0.0527 0.3797
0.6555 -0.5222 -0.1054
-0.4356 0.0217 0.2835
0.1602 0.4965 -0.3386
0.0183 0.3220 -0.4319
-0.1185 -0.1824 0.2015
-0.0396 -0.1772 0.0556
-0.0567 -0.0168 0.0677
0.1205 -0.0442 0.0430
0.2068 -0.1199 -0.0378
0.1653 0.0566 0.0603
0.0587 0.0348 0.1226
0.2003 -0.0417 -0.1340
-0.1506 0.0902 -0.0525
-0.0607 0.0570 -0.0339
-0.0668 0.0820 0.0053
0.1598 -0.0168 -0.0722
0.0184 -0.2059 0.1088
-0.0217 -0.0611 0.1261
-0.0309 0.0406 0.1887
-0.0160 0.0040 -0.0093
0.0226 -0.0599 0.0566
0.0797 0.0285 -0.0388
-0.0338 -0.0207 -0.0129
0.0220 0.0548 -0.0498
-0.0022 -0.0144 -0.0194
-0.0117 0.0081 0.0033
-0.0130 -0.0268 -0.0115
0.0333 -0.0363 0.0370
-0.0345 0.0872 -0.0640
0.0162 -0.0583 -0.0156
0.0073 0.0121 0.0279
-0.0148 0.0153 0.0559
0.0076 -0.0139 0.0322
-0.0761 -0.0061 0.0651
-0.0465 0.0559 -0.1038
0.0926 -0.0240 -0.1049
-0.0095 0.0219 0.0671
-0.0522 0.0127 0.0583
0.0184 0.0229 -0.0437
-0.0081 0.0016 -0.0379
-0.0272 -0.0042 -0.0189
0.0326 -0.0329 -0.0098
0.0150 0.0018 -0.0137
-0.0396 0.0912 0.0033
-0.0114 -0.1216 0.0088
0.0353 -0.0564 -0.0024
0.0069 0.0072 0.0010
0.0165 0.0349 0.0018
0.0144 0.0093 0.0066
-0.0189 0.0127 0.0068
-0.0104 0.0219 0.0126
-0.0059 0.0005 -0.0037
0.0508 0.0404 0.0353
0.0354 0.0471 0.0502
0.0328 -0.1039 -0.1567
-0.0329 -0.0326 -0.0162
-0.0025 -0.0099 -0.0094
-0.0137 0.0049 0.0149
-0.0316 -0.0196 0.0113
-0.0648 -0.0477 0.0087
0.0656 0.0555 -0.0579
0.1106 0.0573 0.0437
-0.0093 0.0034 -0.0151
-0.0172 -0.0270 0.0134
-0.0132 -0.0026 0.0138
-0.0192 0.0006 -0.0133
-0.0367 -0.0317 -0.0242
-0.0101 -0.0064 0.0002
0.0113 -0.0498 -0.0119
0.0789 0.0034 -0.0369
-0.0644 -0.0125 0.0030
-0.0095 0.0181 0.0052
-0.0027 0.0268 -0.0027
-0.0336 -0.0029 -0.0005
-0.0359 -0.0178 0.0264
0.0245 0.0030 0.0039
-0.0542 0.1013 0.0269
-0.0862 -0.0019 -0.0137
0.1638 -0.0602 0.0997
0.0113 -0.0122 -0.0131
0.0064 -0.0312 -0.0137
0.0142 0.0029 -0.0322
0.0403 -0.0179 0.0212
0.0064 -0.0005 0.0049
0.0096 0.0669 0.0262
-0.0591 0.0330 0.0440
0.0034 -0.0159 0.0071
0.0195 -0.0462 -0.0179
-0.0503 0.0066 -0.0012
0.0169 0.0057 -0.0076
0.0277 -0.0142 -0.0191
-0.0703 0.0012 0.0168
0.0620 -0.0193 0.0148
0.0603 -0.0451 0.0139
-0.0044 0.0095 0.0203
-0.0265 0.0041 -0.0318
-0.0139 -0.0193 0.0126
0.0033 0.0101 -0.0074
-0.0551 0.0350 -0.0306
-0.0019 -0.0152 -0.0131
0.0823 0.0538 -0.0153
0.0673 0.0122 0.0435
-0.0408 0.0648 -0.1065
-0.0216 -0.0334 0.0102
0.0025 -0.0205 0.0102
-0.0175 0.0026 -0.0146
-0.0219 -0.0110 -0.0132
-0.0373 -0.0123 0.0494
0.0144 -0.0025 0.0651
-0.0064 0.0310 0.0331
-0.0071 -0.0022 -0.0048
-0.0102 0.0021 -0.0359
-0.0112 0.0077 -0.0139
0.0075 -0.0164 -0.0066
0.0045 -0.0188 -0.0218
-0.0015 0.0160 0.0697
-0.0036 -0.0218 -0.0496
0.0064 -0.0127 -0.0243
-0.0023 -0.0090 -0.0024
0.0132 0.0324 0.0189
0.0203 0.0114 -0.0054
-0.0059 -0.0036 0.0123
-0.0098 0.0284 0.0153
0.0065 -0.0013 0.0042
-0.0247 0.0148 0.0334
-0.0197 -0.0130 0.0397
0.0011 0.0057 -0.0214
0.0273 -0.0018 -0.0182
0.0084 0.0000 -0.0208
0.0113 -0.0070 0.0125
0.0205 -0.0625 0.0543